Record 1
Density functional theory data (ωB97M-V with the def2-TZVPD basis set) for CH6ClNOP4 as an isolated structure at a distorted geometry.

## Properties
DFT total energy, eV: -54344.2412
Kohn-Sham gap, eV: 7.395
LUMO level, eV: -0.546

Positions of all 14 atoms, in Å:
1 C -0.395 -0.078 2.302
2 N 0.156 -0.309 1.191
3 O 1.459 0.219 0.956
4 P -2.141 -0.564 -1.626
5 P 2.183 -0.104 -0.437
6 P -0.381 0.765 -1.392
7 P 1.033 -0.809 -2.004
8 Cl -2.371 -0.192 2.467
9 H 0.019 0.222 3.261
10 H -2.875 0.564 -1.553
11 H -2.265 -0.890 -0.148
12 H 3.200 -1.158 -0.102
13 H 2.914 1.231 -0.322
14 H -0.535 1.103 -2.594

Löwdin population analysis, charges in e, atoms 1 to 2: atom 1 (C): -0.37, atom 2 (N): -0.12

=====

Record 2
Density functional theory data (ωB97M-V with the def2-TZVPD basis set) for an isolated molecule of C3H7NO3S at a distorted geometry.

## Properties
DFT total energy, eV: -21686.4772
<S²>: 2.013
Kohn-Sham gap (spin up / spin down), eV: 6.529 / 8.219
Multiplicity: 3
LUMO level (spin up / spin down), eV: 0.555 / -3.372

Positions of all 15 atoms, in Å:
1 C -0.235 -0.615 0.171
2 C 1.605 0.952 -0.579
3 C 0.125 0.717 -0.354
4 N -2.582 -2.532 0.561
5 O 0.391 -1.335 0.851
6 O -2.788 -0.159 1.291
7 O -2.928 -0.494 -1.119
8 S -2.349 -0.857 0.118
9 H 2.167 1.213 0.334
10 H 1.969 0.103 -0.966
11 H 1.640 1.939 -1.131
12 H -0.511 1.116 -1.138
13 H -0.386 1.404 0.311
14 H -2.552 -3.293 -0.045
15 H -1.933 -2.594 1.346

Löwdin population analysis, charges in e, atoms 1 to 2: atom 1 (C): -0.45, atom 2 (C): -0.06

=====

Record 3
Density functional theory data (ωB97M-V with the def2-TZVPD basis set) for an isolated molecule of C4H5NO2 at a distorted geometry.

## Properties
SMILES: O=C[C@H]1CN=CO1
DFT total energy, eV: -9812.1860
Kohn-Sham gap, eV: 9.977
LUMO level, eV: 0.058

Positions of all 12 atoms, in Å:
1 O -1.892 -0.202 1.272
2 C -1.690 -0.230 0.086
3 C -0.443 0.299 -0.550
4 C 0.524 1.049 0.334
5 N 1.621 0.071 0.485
6 C 1.353 -1.052 -0.036
7 O 0.222 -1.284 -0.713
8 H -2.340 -0.757 -0.627
9 H -0.510 0.647 -1.581
10 H 0.931 1.982 -0.092
11 H 0.104 1.298 1.326
12 H 2.120 -1.820 0.097

Löwdin population analysis, charges in e, atoms 1 to 2: atom 1 (O): 0.09, atom 2 (C): -0.23

=====

Record 4
Density functional theory data (ωB97M-V with the def2-TZVPD basis set) for C9H19Br3O4P as an isolated structure.

## Properties
DFT total energy, eV: -237247.7808
Net charge: -1
Kohn-Sham gap, eV: 3.392
LUMO level, eV: 1.850

Positions of all 36 atoms, in Å:
1 C 2.619 -1.158 0.677
2 O 1.628 -1.626 -0.205
3 C 1.646 -1.062 -1.501
4 C 0.234 -0.814 -2.006
5 C -0.352 0.546 -1.616
6 C -0.187 1.012 -0.156
7 C -1.497 1.150 0.686
8 C -1.932 0.011 1.585
9 C -2.103 -1.322 0.840
10 P -3.624 -1.490 -0.090
11 O -4.649 -2.357 0.507
12 O -4.234 -0.081 -0.546
13 O -3.145 -1.999 -1.578
14 H 2.266 -1.335 1.692
15 H 3.563 -1.693 0.528
16 H 2.779 -0.082 0.562
17 H 2.162 -1.755 -2.178
18 H 2.207 -0.120 -1.514
19 H -0.402 -1.645 -1.695
20 H 0.278 -0.861 -3.100
21 H -1.416 0.571 -1.873
22 H 0.123 1.281 -2.275
23 H 0.497 0.370 0.400
24 H 0.282 2.001 -0.191
25 H -2.289 1.460 -0.010
26 H -1.346 2.014 1.347
27 H -1.093 -0.158 2.280
28 H -2.205 -2.115 1.584
29 H -1.244 -1.605 0.191
30 H -3.711 0.269 -1.272
31 H -2.505 -2.698 -1.418
32 C 3.564 3.178 2.103
33 Br 1.649 3.198 2.139
34 Br 4.289 1.956 3.404
35 Br 4.235 2.792 0.337
36 H 3.914 4.165 2.364

Löwdin population analysis, charges in e, atoms 1 to 2: atom 1 (C): -0.12, atom 2 (O): -0.20

=====

Record 5
Density functional theory data (ωB97M-V with the def2-TZVPD basis set) for a 4-piece molecular cluster, C10H24O13S3Si overall.

## Properties
SMILES: O=S1(=O)OCCO1.O=S1(=O)OCCO1.O=S1(=O)OCCO1.CCCCO[SiH3]
DFT total energy, eV: -77757.5372
Kohn-Sham gap, eV: 10.523
LUMO level, eV: 0.277

Positions of all 51 atoms, in Å:
1 O 2.443 1.316 0.956
2 S 1.423 1.364 -0.027
3 O 1.608 0.703 -1.273
4 O 1.037 2.889 -0.272
5 C -0.378 3.102 -0.084
6 C -0.750 2.066 0.961
7 O 0.027 0.917 0.569
8 H -0.894 2.934 -1.030
9 H -0.512 4.128 0.244
10 H -1.794 1.770 0.934
11 H -0.461 2.371 1.968
12 O -1.472 -5.362 -1.688
13 S -0.873 -4.167 -1.218
14 O -1.566 -3.325 -0.310
15 O -0.366 -3.338 -2.478
16 C 1.028 -3.003 -2.342
17 C 1.594 -4.178 -1.564
18 O 0.565 -4.457 -0.599
19 H 1.126 -2.066 -1.797
20 H 1.439 -2.910 -3.343
21 H 2.499 -3.938 -1.014
22 H 1.747 -5.055 -2.195
23 O 1.069 7.784 -2.900
24 S 0.719 6.624 -3.637
25 O -0.463 6.596 -4.418
26 O 0.760 5.381 -2.636
27 C 1.644 4.358 -3.126
28 C 2.698 5.136 -3.889
29 O 1.929 6.151 -4.558
30 H 1.085 3.684 -3.778
31 H 2.030 3.818 -2.269
32 H 3.203 4.550 -4.652
33 H 3.422 5.608 -3.225
34 C 0.581 -3.595 2.706
35 C -0.057 -2.536 3.610
36 C -0.857 -1.473 2.847
37 C -2.076 -0.899 3.590
38 O -3.304 -1.051 2.871
39 Si -3.975 -2.540 2.630
40 H 1.594 -3.321 2.402
41 H -0.003 -3.736 1.793
42 H 0.648 -4.564 3.204
43 H -0.713 -3.016 4.344
44 H 0.731 -2.050 4.192
45 H -0.198 -0.645 2.578
46 H -1.209 -1.891 1.901
47 H -2.180 -1.372 4.576
48 H -1.974 0.174 3.762
49 H -3.037 -3.472 1.974
50 H -5.156 -2.333 1.775
51 H -4.380 -3.133 3.931

Löwdin population analysis, charges in e, atoms 1 to 2: atom 1 (O): -0.21, atom 2 (S): 0.57

=====

Record 6
Density functional theory data (ωB97M-V with the def2-TZVPD basis set) for a 10-piece molecular cluster, C43H113N7O13 overall at a distorted geometry.

## Properties
SMILES: COC[C@H](C)N.COC[C@H](C)N.COC[C@H](C)N.COC[C@H](C)N.COCCNCCOC.COCCNCCOC.COCCNCCOC.CC(C)O.CC(C)O.CC(C)O
DFT total energy, eV: -83465.6381
Kohn-Sham gap, eV: 8.776
LUMO level, eV: 0.591

Positions of all 176 atoms, in Å:
1 C 22.829 22.454 1.904
2 O 23.213 22.777 3.235
3 C 22.142 23.267 3.993
4 C 22.598 23.734 5.378
5 C 22.752 22.574 6.359
6 N 21.545 24.599 5.964
7 H 23.695 21.969 1.456
8 H 22.628 23.424 1.436
9 H 21.995 21.751 1.912
10 H 21.647 24.105 3.475
11 H 21.381 22.482 4.125
12 H 23.494 24.352 5.326
13 H 21.808 22.108 6.640
14 H 23.145 22.965 7.304
15 H 23.535 21.875 6.063
16 H 21.217 25.296 5.301
17 H 20.738 23.992 6.105
18 C 15.331 16.993 4.443
19 O 15.095 17.905 3.402
20 C 14.443 19.101 3.785
21 C 14.460 20.072 2.601
22 C 15.847 20.568 2.238
23 N 13.680 21.269 2.989
24 H 16.033 17.431 5.160
25 H 15.750 16.087 4.009
26 H 14.387 16.719 4.931
27 H 13.394 18.891 4.024
28 H 14.910 19.562 4.658
29 H 13.899 19.611 1.784
30 H 15.823 21.031 1.248
31 H 16.559 19.740 2.191
32 H 16.257 21.307 2.928
33 H 12.748 21.060 3.338
34 H 13.533 21.825 2.153
35 C 17.964 24.075 -2.378
36 O 19.099 24.288 -1.567
37 C 20.312 24.457 -2.240
38 C 21.511 24.540 -1.307
39 C 21.390 25.727 -0.350
40 N 22.786 24.601 -2.020
41 H 18.038 23.166 -2.984
42 H 17.777 24.932 -3.031
43 H 17.192 23.918 -1.628
44 H 20.553 23.619 -2.911
45 H 20.244 25.329 -2.909
46 H 21.494 23.634 -0.694
47 H 22.198 25.770 0.384
48 H 20.518 25.681 0.317
49 H 21.207 26.668 -0.873
50 H 22.806 25.423 -2.619
51 H 23.497 24.821 -1.330
52 C 17.869 23.691 1.278
53 O 17.346 23.975 2.550
54 C 18.214 23.440 3.544
55 C 17.594 23.633 4.925
56 C 17.213 25.086 5.228
57 N 18.566 23.163 5.901
58 H 18.136 22.652 1.048
59 H 18.803 24.215 1.049
60 H 17.088 23.972 0.573
61 H 18.261 22.366 3.327
62 H 19.203 23.910 3.539
63 H 16.661 23.049 4.945
64 H 16.771 25.205 6.220
65 H 16.487 25.458 4.504
66 H 18.096 25.729 5.204
67 H 18.172 23.041 6.836
68 H 18.867 22.227 5.629
69 C 13.988 24.681 12.817
70 O 13.806 24.339 11.452
71 C 14.775 24.961 10.628
72 C 14.466 24.547 9.200
73 N 14.821 23.152 8.992
74 C 14.528 22.758 7.611
75 C 14.954 21.340 7.289
76 O 14.327 20.416 8.148
77 C 14.453 19.075 7.755
78 H 13.960 25.768 12.945
79 H 14.963 24.339 13.178
80 H 13.180 24.184 13.348
81 H 15.793 24.676 10.919
82 H 14.714 26.048 10.765
83 H 15.015 25.153 8.476
84 H 13.402 24.740 9.013
85 H 14.395 22.468 9.604
86 H 15.017 23.411 6.887
87 H 13.460 22.738 7.365
88 H 16.053 21.340 7.315
89 H 14.670 21.161 6.245
90 H 14.040 18.475 8.567
91 H 15.511 18.783 7.707
92 H 13.969 18.840 6.805
93 C 11.531 27.676 5.020
94 O 11.800 26.350 4.659
95 C 13.058 25.885 5.138
96 C 13.512 24.645 4.425
97 N 12.888 23.384 4.823
98 C 11.451 23.271 4.579
99 C 10.828 22.071 5.292
100 O 11.114 20.876 4.558
101 C 10.514 19.778 5.223
102 H 11.868 27.938 6.030
103 H 10.473 27.857 4.854
104 H 12.104 28.395 4.415
105 H 12.934 25.741 6.218
106 H 13.818 26.658 4.974
107 H 14.594 24.496 4.484
108 H 13.455 24.773 3.330
109 H 13.440 22.622 4.401
110 H 11.258 23.254 3.496
111 H 11.071 24.209 4.985
112 H 9.752 22.211 5.414
113 H 11.276 22.003 6.288
114 H 10.798 19.705 6.276
115 H 10.872 18.876 4.722
116 H 9.425 19.756 5.132
117 C 16.735 15.091 -2.391
118 O 17.427 16.308 -2.360
119 C 17.099 17.151 -3.455
120 C 18.193 18.208 -3.582
121 N 18.189 19.103 -2.441
122 C 19.244 20.113 -2.564
123 C 19.570 20.687 -1.191
124 O 19.952 19.648 -0.307
125 C 19.905 19.951 1.065
126 H 17.033 14.421 -3.206
127 H 15.664 15.265 -2.570
128 H 16.796 14.552 -1.449
129 H 16.106 17.559 -3.249
130 H 17.149 16.577 -4.389
131 H 17.981 18.692 -4.538
132 H 19.130 17.647 -3.685
133 H 18.310 18.609 -1.566
134 H 18.826 20.858 -3.246
135 H 20.179 19.757 -3.014
136 H 18.746 21.257 -0.745
137 H 20.373 21.435 -1.213
138 H 19.293 20.810 1.339
139 H 20.891 20.069 1.528
140 H 19.577 19.038 1.572
141 C 17.202 27.762 2.508
142 C 18.399 27.337 1.658
143 C 17.994 27.206 0.209
144 O 19.355 28.416 1.699
145 H 16.460 26.958 2.453
146 H 16.752 28.672 2.115
147 H 17.486 27.815 3.559
148 H 18.852 26.452 2.114
149 H 17.190 26.472 0.142
150 H 18.812 26.814 -0.395
151 H 17.728 28.181 -0.194
152 H 19.713 28.496 2.588
153 C 18.535 23.111 10.793
154 C 18.415 23.671 9.393
155 C 19.754 23.730 8.690
156 O 17.523 22.921 8.555
157 H 17.624 22.563 11.068
158 H 18.663 23.858 11.576
159 H 19.270 22.305 10.869
160 H 17.914 24.649 9.430
161 H 20.182 22.749 8.476
162 H 20.482 24.229 9.335
163 H 19.675 24.299 7.774
164 H 16.602 23.100 8.876
165 C 17.561 19.573 5.215
166 C 18.582 19.913 6.318
167 C 18.850 18.700 7.196
168 O 19.764 20.396 5.697
169 H 17.842 18.698 4.619
170 H 17.433 20.465 4.602
171 H 16.597 19.241 5.610
172 H 18.143 20.703 6.925
173 H 19.189 19.045 8.177
174 H 19.689 18.117 6.799
175 H 18.076 17.951 7.354
176 H 20.239 19.649 5.316

Löwdin population analysis, charges in e, atoms 1 to 2: atom 1 (C): -0.08, atom 2 (O): -0.18

=====

Q: What is the formula in the fifth record?
A: C10H24O13S3Si

=====

Copy entry 4 word for word.
Density functional theory data (ωB97M-V with the def2-TZVPD basis set) for C9H19Br3O4P as an isolated structure.

## Properties
DFT total energy, eV: -237247.7808
Net charge: -1
Kohn-Sham gap, eV: 3.392
LUMO level, eV: 1.850

Positions of all 36 atoms, in Å:
1 C 2.619 -1.158 0.677
2 O 1.628 -1.626 -0.205
3 C 1.646 -1.062 -1.501
4 C 0.234 -0.814 -2.006
5 C -0.352 0.546 -1.616
6 C -0.187 1.012 -0.156
7 C -1.497 1.150 0.686
8 C -1.932 0.011 1.585
9 C -2.103 -1.322 0.840
10 P -3.624 -1.490 -0.090
11 O -4.649 -2.357 0.507
12 O -4.234 -0.081 -0.546
13 O -3.145 -1.999 -1.578
14 H 2.266 -1.335 1.692
15 H 3.563 -1.693 0.528
16 H 2.779 -0.082 0.562
17 H 2.162 -1.755 -2.178
18 H 2.207 -0.120 -1.514
19 H -0.402 -1.645 -1.695
20 H 0.278 -0.861 -3.100
21 H -1.416 0.571 -1.873
22 H 0.123 1.281 -2.275
23 H 0.497 0.370 0.400
24 H 0.282 2.001 -0.191
25 H -2.289 1.460 -0.010
26 H -1.346 2.014 1.347
27 H -1.093 -0.158 2.280
28 H -2.205 -2.115 1.584
29 H -1.244 -1.605 0.191
30 H -3.711 0.269 -1.272
31 H -2.505 -2.698 -1.418
32 C 3.564 3.178 2.103
33 Br 1.649 3.198 2.139
34 Br 4.289 1.956 3.404
35 Br 4.235 2.792 0.337
36 H 3.914 4.165 2.364

Löwdin population analysis, charges in e, atoms 1 to 2: atom 1 (C): -0.12, atom 2 (O): -0.20

=====

Q: What is the DFT total energy in the third record?
A: -9812.1860 eV